Molecular formula: C37H64BCl2EuN8O4
Method: DFT, ωB97M-V with the def2-TZVPD basis set

```
117
Properties=species:S:1:pos:R:3:forces:R:3:lowdin_charge:R:1
Eu 0.171542 1.687747 -0.350083 -2.21 -4.25 1.28 2.035
C -0.503341 5.957454 2.155710 -0.37 0.63 1.22 -0.009
N -0.797994 6.065326 0.723692 -0.14 -1.57 0.32 -0.100
C -1.223315 7.398860 0.220601 0.01 -0.75 -0.18 0.014
C -0.843526 4.874320 0.103637 -0.09 0.96 -0.03 -0.356
O -0.446865 3.797775 0.676291 -0.25 0.72 -1.41 -0.184
C -1.424282 4.883521 -1.329496 -0.28 0.21 0.32 -0.087
O -1.335642 3.560163 -1.808898 0.68 -0.82 0.40 -0.242
C -1.663988 3.269741 -3.160039 -0.74 1.43 -0.55 -0.097
C -1.405569 1.793431 -3.407783 -0.16 -1.21 -0.23 -0.355
O -0.676827 1.116822 -2.587182 -1.12 1.78 -0.54 -0.179
N -1.994667 1.229292 -4.487647 0.86 0.67 1.71 -0.104
C -1.822470 -0.217714 -4.611401 0.34 -0.41 -0.52 -0.001
C -2.659371 1.954039 -5.602821 -0.61 -0.41 1.36 0.021
H -0.628675 6.956091 2.622310 0.08 -0.68 -0.34 0.111
H 0.506903 5.612751 2.353630 0.15 0.01 -0.20 0.092
H -1.189801 5.247987 2.662128 0.29 0.42 -0.43 0.100
H -2.303873 7.554966 0.327417 0.22 -0.20 -0.12 0.116
H -0.892114 7.529131 -0.807048 -0.19 0.01 -0.06 0.094
H -0.718561 8.143763 0.820669 0.13 0.04 0.08 0.097
H -0.860806 5.588081 -1.958008 0.03 -0.18 0.04 0.142
H -2.478490 5.262973 -1.293561 0.65 -0.46 0.01 0.168
H -1.062584 3.899349 -3.847464 0.08 -0.38 0.25 0.158
H -2.722798 3.594456 -3.389741 0.88 -0.70 0.50 0.156
H -1.624613 -0.662247 -3.629988 -0.15 0.16 -0.31 0.095
H -0.968515 -0.408070 -5.270424 -0.04 -0.13 0.14 0.106
H -2.696026 -0.679925 -5.081190 0.00 0.29 0.21 0.106
H -2.916070 2.980104 -5.324587 0.27 -0.21 -0.10 0.085
H -3.610237 1.433034 -5.775384 0.34 0.13 -0.25 0.111
H -2.022834 1.934581 -6.467796 0.18 0.00 -0.44 0.102
C -4.991736 -0.235374 -1.241623 -0.05 0.24 -0.20 -0.057
C -4.001625 0.057418 -0.103702 -0.34 -0.81 -0.21 -0.389
C -3.613907 1.515309 0.018694 -0.47 0.13 -0.15 -0.078
C -2.849181 -0.902661 -0.203660 1.70 -1.02 0.89 -0.265
C -2.985188 -2.289230 -0.385113 0.68 -0.52 0.13 0.023
C -1.752787 -2.883384 0.010061 -1.58 0.64 0.02 -0.156
C -1.699835 -4.357128 0.452141 -0.80 0.06 -0.81 -0.343
C -2.603080 -4.590301 1.688726 0.90 0.45 0.00 -0.042
C -2.314366 -5.295749 -0.617631 0.22 0.97 -0.42 -0.065
N -0.884846 -1.866286 0.257556 -0.47 0.51 -0.01 0.017
N -1.553908 -0.641492 0.197338 0.05 0.19 -1.06 0.040
B 0.670790 -2.007242 0.492044 -0.25 0.00 0.32 -0.441
N 1.601477 -1.815933 -0.785762 -0.09 1.04 -0.33 0.054
N 1.815558 -0.533828 -1.305557 -0.04 0.23 0.18 0.043
C 2.651574 -0.666311 -2.351825 -0.82 0.10 0.34 -0.276
C 2.928518 -2.029061 -2.573618 -0.21 0.57 -0.40 0.033
C 2.276562 -2.723979 -1.571511 -0.62 0.45 0.60 -0.194
C 2.353312 -4.216726 -1.386286 0.88 -0.10 -1.11 -0.353
C 1.011649 -4.954078 -1.364730 -0.37 -0.11 0.81 -0.050
C 3.358848 -4.587469 -0.276227 -0.54 0.59 0.57 -0.038
C 3.267850 0.472354 -3.159372 0.49 -0.73 0.39 -0.348
C 4.430902 1.158733 -2.363434 -0.37 -0.51 -1.50 -0.037
C 2.322276 1.293989 -4.049234 0.02 -0.34 0.67 -0.055
N 1.107051 -1.108871 1.761234 -0.03 0.96 -0.70 0.035
N 1.527135 0.254209 1.694012 -0.34 -0.73 -0.58 0.020
C 2.316030 0.464095 2.769013 -0.73 -1.84 -0.23 -0.299
C 2.383641 -0.712756 3.564430 -1.21 0.03 -0.91 0.042
C 1.534659 -1.658237 2.912643 0.90 1.03 0.68 -0.197
C 1.169070 -3.036295 3.421475 0.89 -0.34 0.04 -0.338
C -0.102963 -3.136566 4.285968 0.02 1.06 -0.60 -0.049
C 2.325216 -3.468480 4.336076 1.10 -0.31 0.27 -0.085
C 3.166688 1.654597 3.026056 1.13 -0.29 0.14 -0.363
C 3.157378 1.961998 4.546552 -0.14 0.59 -0.63 -0.047
C 2.943572 2.843416 2.066259 0.04 -0.63 0.06 -0.068
H -5.929201 0.318356 -1.053304 0.32 -0.37 -0.28 0.093
H -5.187371 -1.315746 -1.329911 -0.18 0.53 0.23 0.074
H -4.577277 0.055168 -2.216883 -0.08 0.17 0.12 0.074
H -4.571551 -0.234747 0.801534 0.52 0.23 -0.11 0.147
H -3.018552 1.662163 0.935132 -0.09 0.21 -0.36 0.051
H -3.094184 1.854850 -0.898280 0.02 -0.06 0.39 0.056
H -4.556317 2.093483 0.086082 0.61 -0.01 0.12 0.098
H -3.856903 -2.871095 -0.729144 0.55 0.59 0.55 0.118
H -0.682639 -4.628931 0.683201 0.02 -0.09 0.19 0.077
H -3.637594 -4.325502 1.475546 0.04 0.03 0.04 0.084
H -2.217154 -3.978277 2.494801 -0.25 0.09 0.41 0.053
H -2.550448 -5.639619 1.993750 -0.02 0.13 -0.08 0.093
H -3.390543 -5.078711 -0.631112 0.18 -0.29 -0.15 0.074
H -2.172854 -6.327158 -0.315738 0.02 -0.16 -0.11 0.087
H -1.934297 -5.121853 -1.640041 -0.03 -0.23 0.49 0.078
H 0.781456 -3.149015 0.803177 0.25 0.10 -0.01 0.087
H 3.410103 -2.417710 -3.481458 0.01 0.03 0.87 0.132
H 2.852511 -4.524776 -2.323647 -0.19 0.07 0.24 0.135
H 0.661076 -4.999420 -0.308537 0.22 -0.14 -1.00 0.055
H 1.112501 -5.994753 -1.733093 0.03 0.60 0.21 0.099
H 0.230145 -4.440440 -1.972455 0.64 -0.31 0.41 0.092
H 2.976501 -4.207675 0.696983 0.36 -0.31 -0.42 0.078
H 4.366338 -4.181920 -0.447061 -0.44 0.18 -0.07 0.090
H 3.492341 -5.655792 -0.216772 -0.19 -0.46 0.09 0.077
H 3.784367 -0.105950 -3.898900 0.68 -0.28 -0.49 0.112
H 4.122854 1.697019 -1.497484 -0.24 0.36 0.76 0.024
H 5.003206 1.819778 -3.024545 -0.24 0.09 0.11 0.088
H 5.126541 0.374472 -2.074505 -0.06 -0.03 0.27 0.089
H 1.504987 1.731408 -3.461390 0.05 0.16 -0.31 0.020
H 1.893950 0.584106 -4.782701 -0.01 0.58 0.31 0.094
H 2.901833 2.061130 -4.569162 -0.25 0.01 0.01 0.087
H 2.985717 -0.836665 4.464071 -0.45 -0.06 -0.37 0.114
H 1.125824 -3.750372 2.575128 -0.10 0.48 0.44 0.117
H 0.078326 -2.558963 5.186932 -0.03 -0.16 0.39 0.083
H -0.309522 -4.164829 4.511671 0.07 -0.52 0.34 0.084
H -1.019758 -2.726314 3.866389 0.07 0.10 -0.46 0.036
H 2.333721 -2.915775 5.304938 -0.17 -0.44 -0.66 0.092
H 3.335086 -3.332400 3.891403 -0.68 0.13 0.02 0.093
H 2.284124 -4.541616 4.538977 -0.29 0.12 0.23 0.086
H 4.185880 1.227691 2.837085 -0.53 0.67 -0.18 0.159
H 2.135513 1.876665 4.897068 -0.25 0.34 0.23 0.074
H 3.546740 2.979205 4.716985 -0.10 -0.47 0.19 0.088
H 3.727022 1.225160 5.117555 0.13 0.25 -0.21 0.080
H 1.958971 3.313021 2.233307 0.27 -0.05 -0.01 0.062
H 2.977581 2.419117 1.026080 0.12 0.46 0.66 0.035
H 3.750641 3.591944 2.192242 -0.54 -0.35 -0.21 0.099
O 2.685032 3.912181 -1.544822 -4.18 -3.72 2.30 0.167
C 1.895032 3.167816 -1.112798 5.80 5.16 -3.18 -0.036
Cl -1.507432 2.159917 3.720000 -0.32 -0.85 -0.15 0.451
C -1.652165 0.479753 4.430012 0.26 -0.05 -0.25 -0.923
Cl -3.077613 -0.511350 3.942667 0.77 0.94 0.10 0.522
H -1.685342 0.675815 5.501202 -0.07 -0.36 -0.22 0.030
H -0.748132 -0.059324 4.103291 -0.47 0.28 0.25 0.004
```
Positions in Å, forces in eV/Å.

Properties
HOMO-LUMO gap (alpha / beta), eV: 4.31 / 5.94
E, eV: -104557.502
2S+1: 7
Highest occupied orbital energy (alpha / beta), eV: -12.71 / -12.72
LUMO (alpha / beta), Eh: -0.3087 / -0.2488
Energy above the lowest of the compared OMol25 structures with the same formula, charge and spin, kcal per mole: 31.4
Charge: +2